Here is a structure of composition C22H36BeBrCl5CsF2N2O19S4 at a distorted geometry from the Open Molecules 2025 dataset. Energies are from ωB97M-V/def2-TZVPD.

## Properties
LUMO energy (eV): -5.48
HOMO energy (eV): -7.936
Gap between HOMO and LUMO (eV): 2.46
Energy relative to the best compared isomer or geometry (same formula, charge and spin) (kcal per mole): 0.0
Calculated total energy (eV): -247638.9144

Geometry as ORCA input:
```
! wB97M-V def2-TZVPD RIJCOSX def2/J DEFGRID3
* xyz 1 1
O 3.93151 -4.50561 3.26095
C 4.54429 -5.50704 2.97820
C 4.55198 -5.96720 1.52538
N 5.89636 -6.11315 0.88126
S 6.86782 -4.74820 1.01452
O 6.05975 -3.61427 1.22348
O 7.65895 -4.72049 -0.17769
F 7.85055 -4.95226 2.16249
S 6.62985 -7.56126 1.35829
O 7.03617 -7.48623 2.71031
O 5.73736 -8.59658 1.01247
F 7.87378 -7.66020 0.48610
H 5.10253 -6.04272 3.75752
H 4.02481 -6.91110 1.41405
H 4.00622 -5.23650 0.94220
C 3.84703 -1.29721 2.47788
O 2.44623 -1.11481 2.56828
C 2.02204 -1.00161 3.91490
C 0.60648 -0.47769 3.97401
O 0.52359 0.93636 3.85558
C 0.69321 1.46421 2.55118
C -0.52370 1.33511 1.66307
O -0.59606 0.02975 1.08778
C -1.82756 -0.23163 0.50109
H 4.15921 -2.19143 3.01828
H 4.10325 -1.41189 1.42707
H 4.37421 -0.42110 2.87295
H 2.68525 -0.32358 4.46525
H 2.06284 -1.99913 4.37408
H 0.20826 -0.70387 4.96629
H -0.02570 -0.97804 3.23926
H 1.58013 1.04062 2.07459
H 0.86682 2.52682 2.69244
H -0.44418 2.06856 0.84901
H -1.43376 1.53242 2.24407
H -2.63723 -0.21085 1.23926
H -1.79263 -1.23554 0.06993
H -2.03923 0.49565 -0.29885
Be 9.53651 -4.10335 -0.42626
C 0.78066 7.68760 0.06818
C 1.12529 6.71142 0.92468
C 0.28875 5.46354 1.08960
O 0.67808 4.61610 1.87248
C -0.92525 5.34480 0.31609
C -1.27305 6.32242 -0.53547
C -0.42240 7.55736 -0.72047
O -0.80578 8.38309 -1.52956
O -2.37200 6.27644 -1.26624
O 2.20931 6.77021 1.67572
H 1.37313 8.58233 -0.05866
H -1.53275 4.45902 0.45068
H -2.38692 7.10126 -1.79258
H 2.22771 5.94606 2.19910
O -4.79021 -1.67063 -0.97326
S -5.22268 -3.06542 -0.91832
O -4.23033 -4.09695 -1.08891
O -6.39298 -3.24925 -1.93650
C -6.19414 -2.86992 -3.32966
C -5.31340 -3.84540 -4.08313
C -6.21102 -3.42663 0.50539
H -5.80305 -1.85093 -3.37919
H -7.18588 -2.85161 -3.77111
H -4.29223 -3.84717 -3.70132
H -5.27773 -3.57968 -5.13921
H -5.69406 -4.86016 -3.98395
H -6.97378 -2.65686 0.59648
H -5.59925 -3.43845 1.38858
H -6.65124 -4.40852 0.35046
C 3.09927 -11.20249 0.80310
Cl 3.56246 -10.75811 -0.84000
Cl 1.64457 -12.19654 0.75954
Cl 4.40819 -12.09867 1.56548
Cl 2.77419 -9.73219 1.73837
C -2.14877 -1.79770 -3.68688
C -1.66267 -2.41729 -4.91208
N -1.27972 -2.90567 -5.87762
H -3.23328 -1.61768 -3.75462
H -1.94802 -2.45740 -2.82779
H -1.63996 -0.83919 -3.52482
Cl -3.37943 -2.92786 1.52121
C -1.64982 11.73884 -2.26119
C -1.11854 11.40104 -3.63351
O -2.26854 10.93048 -4.34952
S -3.57336 11.70057 -3.83806
O -3.85948 12.76942 -4.72180
O -4.55066 10.73166 -3.49563
O -2.94421 12.30841 -2.50022
H -1.77901 10.84114 -1.65507
H -1.01733 12.44621 -1.73254
H -0.34656 10.63805 -3.60712
H -0.73629 12.28726 -4.14411
Br -2.85486 -1.67321 3.40415
Cs -2.79795 -0.77812 -1.60985
*
```



Here is a structure of composition C22H36BrIO8PtSSi from the Open Molecules 2025 dataset. Energies are from ωB97M-V/def2-TZVPD.

## Properties
LUMO energy (spin up / spin down) (eV): 0.42 / -1.70
HOMO energy (spin up / spin down) (eV): -7.881 / -9.007
Gap between HOMO and LUMO (spin up / spin down) (eV): 8.31 / 7.31
Energy relative to the best compared isomer or geometry (same formula, charge and spin) (kcal per mole): 0.2
Calculated total energy (eV): -139885.8953

Geometry as ORCA input:
```
! wB97M-V def2-TZVPD RIJCOSX def2/J DEFGRID3
* xyz 0 3
Pt 0.83677 -1.19472 -0.41744
O -3.46258 1.14308 -0.37446
C -2.27334 0.52267 -0.47664
O -1.28245 0.89727 0.08517
C -2.34129 -0.66227 -1.42385
O -1.54359 -1.74584 -0.99628
C -2.04809 -2.40492 0.16970
C -1.27121 -2.11590 1.45628
O -1.84002 -2.27452 2.51279
O -0.01441 -1.79472 1.32986
H -3.33396 1.91529 0.19767
H -3.37872 -0.97399 -1.56059
H -1.93597 -0.33516 -2.38142
H -3.09595 -2.15152 0.33226
H -1.97729 -3.47924 -0.01327
C 0.61258 -3.53631 -4.13190
C -0.60094 -2.72729 -4.56884
C -1.87853 -3.34993 -4.02670
C -0.66353 -2.60728 -6.08727
O -0.54876 -1.40259 -4.00897
Si 0.66262 -0.32619 -3.84537
S 2.01523 -0.79978 -2.25625
O -0.04457 1.08201 -3.42960
C -0.82757 2.01196 -4.20275
C -1.71555 2.74034 -3.20333
C -1.67281 1.28573 -5.24368
C 0.12053 2.99222 -4.87996
O 1.46967 -0.25421 -5.25862
C 2.81119 0.03158 -5.69241
C 3.62817 -1.24941 -5.57823
C 2.68815 0.45557 -7.14922
C 3.43540 1.14522 -4.86026
H 0.54022 -4.55360 -4.52045
H 0.67185 -3.58063 -3.04356
H 1.53490 -3.09121 -4.51096
H -2.01168 -4.35686 -4.42464
H -2.74025 -2.74514 -4.31556
H -1.83694 -3.39631 -2.93812
H -0.75622 -3.59312 -6.54608
H 0.23792 -2.12534 -6.46559
H -1.52716 -2.00656 -6.37784
H -2.45573 2.06268 -2.77535
H -2.25244 3.55426 -3.69327
H -1.10667 3.15019 -2.39639
H -2.33800 0.56320 -4.76903
H -1.03782 0.75340 -5.95507
H -2.27723 2.00644 -5.79716
H 0.77374 3.45397 -4.13770
H -0.44333 3.77631 -5.38789
H 0.73280 2.47570 -5.61955
H 3.16144 -2.04434 -6.16251
H 3.69496 -1.56937 -4.53714
H 4.63910 -1.09026 -5.95732
H 2.21270 -0.33481 -7.73146
H 3.67327 0.65780 -7.57252
H 2.08205 1.35884 -7.23424
H 3.53285 0.84892 -3.81555
H 2.83483 2.05337 -4.91358
H 4.43338 1.37092 -5.24119
Br 1.93864 2.44354 0.08626
C 3.63197 1.77223 -0.39683
C 4.39629 2.50872 -1.29262
C 5.63467 2.04184 -1.69955
C 6.11658 0.83349 -1.21919
C 5.35894 0.09585 -0.32465
C 4.11967 0.56438 0.09218
I 3.01614 -0.61394 1.40782
H 4.00834 3.44483 -1.66981
H 6.21977 2.62418 -2.39914
H 7.08032 0.46041 -1.53890
H 5.72474 -0.85065 0.04896
*
```



Here is a structure of composition C22H36BrN3O3PTi at a distorted geometry from the Open Molecules 2025 dataset. Energies are from ωB97M-V/def2-TZVPD.

## Properties
LUMO energy (spin up / spin down) (eV): -2.49 / -2.63
HOMO energy (spin up / spin down) (eV): -8.166 / -10.913
Gap between HOMO and LUMO (spin up / spin down) (eV): 5.67 / 8.28
Calculated total energy (eV): -136452.5461

Geometry as ORCA input:
```
! wB97M-V def2-TZVPD RIJCOSX def2/J DEFGRID3
* xyz 1 3
Ti 0.61748 -0.13241 0.67891
C 0.48866 0.16557 3.83060
N -0.12427 -0.61185 2.75150
C -1.58569 -0.54372 2.86674
C 0.28918 -2.02493 2.88894
C -0.09741 -2.81413 1.66817
C -0.36434 -4.16788 1.79211
C -0.63085 -4.92685 0.66576
C -0.62597 -4.31345 -0.57371
C -0.37010 -2.95025 -0.67449
C -0.09964 -2.14877 0.43316
H 0.22000 -0.24911 4.81096
H 0.14482 1.20196 3.78645
H 1.57687 0.14246 3.72285
H -1.92032 -1.03786 3.78944
H -2.04722 -1.04823 2.01241
H -1.90543 0.49783 2.90529
H -0.15900 -2.44606 3.80245
H 1.37952 -2.02592 3.00874
H -0.36130 -4.63560 2.76668
H -0.84111 -5.98229 0.75749
H -0.82822 -4.89254 -1.46373
H -0.39084 -2.51658 -1.66987
O -0.68120 5.77860 2.54278
C -0.47335 4.52670 2.09705
C -1.50817 3.64580 1.74070
C -1.17737 2.38986 1.29239
N 0.09451 1.93606 1.18016
C 1.07247 2.80453 1.51940
Br 2.83669 2.18036 1.29438
C 0.85226 4.08668 1.97249
H -1.62087 5.98844 2.58815
H -2.54521 3.94103 1.80043
H -1.95807 1.69908 0.99044
H 1.67223 4.74157 2.21979
N 3.75742 -2.39571 -1.90457
C 4.02465 -1.97662 -0.51523
C 2.95341 -1.00564 -0.12133
O 2.30511 -0.96221 0.97248
O 2.30470 -0.32479 -1.12333
H 3.09998 -3.16980 -1.92465
H 4.60329 -2.69537 -2.37485
H 2.65661 -0.70600 -1.96759
H 5.01448 -1.50367 -0.49372
H 4.04494 -2.80144 0.21174
C -3.34612 -0.29941 -2.67476
C -2.43895 -0.29223 -1.45246
P -0.77849 0.51155 -1.60450
C -1.28511 2.23436 -2.06980
C -0.24172 3.33199 -1.92778
C -0.09409 -0.11102 -3.20265
C 1.00399 0.75287 -3.81151
H -4.32010 -0.70664 -2.41100
H -2.94351 -0.92376 -3.46864
H -3.50506 0.70029 -3.07412
H -2.27635 -1.31037 -1.08884
H -2.93405 0.24247 -0.63120
H -2.16510 2.47485 -1.46278
H -1.63915 2.20304 -3.10637
H 0.10419 3.43558 -0.90240
H -0.66663 4.28782 -2.23204
H 0.63231 3.14814 -2.55121
H -0.92034 -0.18623 -3.91468
H 0.27028 -1.12529 -3.03084
H 0.58132 1.61268 -4.32633
H 1.56631 0.17975 -4.54687
H 1.70304 1.12270 -3.06317
*
```